{
  "formula": "C6H14AgFN2O2Pt",
  "method": "wB97M-V/def2-TZVPD",
  "homo_lumo_gap_ev": [3.440, 1.778],
  "s2": 2.13,
  "charge": 2,
  "homo_ha": [-0.44324, -0.44324],
  "e_above_lowest_kj_mol": 120.0,
  "multiplicity": 3,
  "fmax_ev_per_a": 3.6,
  "symbols": ["Ag", "Pt", "F", "C", "O", "N", "C", "C", "H", "H", "H", "H", "H", "H", "H", "C", "O", "N", "C", "C", "H", "H", "H", "H", "H", "H", "H"],
  "xyz": [[4.2356, 0.0525, -1.7593], [1.4758, -4.6381, -0.5574], [1.1804, -1.2517, -0.0243], [3.8548, 2.5975, 4.2136], [4.4358, 3.7243, 4.2369], [3.5221, 1.8990, 5.3209], [2.9125, 0.5384, 5.2969], [3.8099, 2.4321, 6.6593], [3.7119, 2.0232, 3.2851], [3.6755, -0.1943, 5.5598], [2.4492, 0.2042, 4.3686], [2.1924, 0.4966, 6.1140], [4.3676, 1.7146, 7.2612], [4.3432, 3.3828, 6.6618], [2.8562, 2.6911, 7.1192], [-4.2400, -2.7991, -5.7125], [-5.1835, -3.1711, -6.4084], [-4.0838, -1.4416, -5.3191], [-2.8593, -0.9151, -4.9311], [-5.2380, -0.5379, -5.3707], [-3.4180, -3.4151, -5.3161], [-2.0440, -1.4029, -5.4653], [-2.5344, -1.1816, -3.9253], [-2.8776, 0.1581, -5.1206], [-6.2310, -0.9610, -5.5219], [-5.1343, -0.0727, -4.3904], [-5.1793, 0.0676, -6.2752]],
  "forces_ev_per_angstrom": [[-0.336, -0.011, 0.362], [-0.132, 1.095, 0.348], [0.629, -1.102, -0.666], [2.236, 2.348, 0.822], [-1.872, -3.038, -0.376], [-0.200, -0.393, -0.304], [0.749, 0.642, 0.759], [-0.566, 0.381, -0.111], [-0.332, 0.204, -0.058], [0.161, -0.085, -0.055], [0.054, 0.631, -0.108], [-0.255, 0.030, -0.217], [-0.146, -0.089, -0.054], [0.222, -0.294, -0.653], [-0.071, -0.367, 0.349], [-1.461, -1.286, -1.307], [2.314, 1.258, 1.941], [-2.775, -0.736, -0.965], [1.689, 0.401, -0.253], [0.099, -0.385, 0.123], [-0.214, -0.181, -0.351], [-0.018, 0.050, -0.624], [-0.615, 0.238, 0.692], [0.266, -0.087, 0.370], [0.393, -0.964, 0.443], [-0.471, 0.953, -0.381], [0.652, 0.785, 0.275]]
}